Record 1
DFT (the ωB97M-V functional and the def2-TZVPD basis) results for 2 unconnected molecules or ions with the total composition C10H17Cl2N2O2.

## Properties
Electronic energy, eV: -42750.0931
Net charge: +1
Highest occupied orbital energy, eV: -12.49

Structure (XYZ):
```
33
Properties=species:S:1:pos:R:3:forces:R:3
C 0.8802 3.4261 1.4146 -0.67 0.13 -0.60
C 0.0176 2.3323 2.2866 -0.03 1.39 0.70
O -0.2283 1.0830 1.5491 -1.81 0.54 0.76
C -1.7106 0.8790 1.4795 -0.41 0.49 -0.08
C -2.1366 -0.5279 0.7525 1.38 -0.10 -0.71
C -0.8213 -1.4915 0.5804 1.75 -1.34 0.49
C 0.2434 -2.1202 1.6577 -2.03 0.88 -5.33
N 1.2427 -2.9217 0.8043 -5.60 3.44 -3.43
C 0.7673 -2.7698 -0.6236 -0.93 0.59 -1.03
C 1.3430 -3.3257 -2.0542 2.08 2.83 -1.33
Cl 1.0671 -5.0995 -2.5143 0.48 2.88 0.87
C 2.0438 -2.3103 -2.9307 -2.13 -2.14 2.75
C 2.1660 -0.7408 -2.3736 0.29 -0.21 -0.97
Cl 2.7227 -2.7729 -4.6070 -1.31 0.82 3.09
N -0.4867 -1.8976 -0.8434 4.90 -2.78 7.56
H 0.1248 4.2330 0.9735 1.69 -1.74 0.88
H 1.4126 2.9052 0.4892 -1.03 1.06 2.16
H 1.6505 4.0066 2.0779 -1.44 -1.29 -1.29
H -1.0367 2.8092 2.5323 2.27 -0.84 -0.33
H 0.5722 2.1384 3.3228 -1.20 0.06 -2.31
H -2.1167 1.7559 0.8158 0.48 -1.76 1.45
H -2.1793 0.9170 2.5509 0.96 -0.09 -1.94
H -3.0010 -1.1186 1.2831 1.81 1.31 -0.95
H -2.4804 -0.2373 -0.3529 0.71 -0.91 2.41
H 0.2368 -1.9470 2.8155 0.29 -0.56 -2.72
H 2.0854 -3.4533 1.1141 -1.06 0.59 -0.60
H 1.1107 -0.2498 -2.1698 2.22 -1.28 -0.37
H 2.6735 -0.0900 -3.2135 -0.91 -1.48 1.76
H 2.8255 -0.7143 -1.4017 -1.37 -0.11 -1.97
H -0.9378 -1.6717 -1.7580 0.66 -0.46 1.21
O -2.8633 2.8875 -0.8797 0.29 0.00 -0.43
H -2.4667 3.7419 -1.1074 -0.17 -0.20 0.11
H -2.7204 2.3452 -1.6699 -0.14 0.26 0.20
```
Forces are in eV/Å.

***

Record 2
DFT (the ωB97M-V functional and the def2-TZVPD basis) results for a molecular structure, C5H6EuLi2O4.

## Properties
Electronic energy, eV: -33197.7868
Spin multiplicity: 8
Net charge: +2
⟨S²⟩: 15.76
Highest occupied orbital energy (spin up / spin down), eV: -13.85 / -13.85

Structure (XYZ):
```
18
Properties=species:S:1:pos:R:3:forces:R:3
O -0.4743 2.5877 0.6693 0.60 0.38 0.48
C -0.9612 1.5263 0.2750 1.00 0.33 -0.95
O -2.1128 1.5358 -0.3160 -0.71 -0.54 0.52
Eu -2.4489 1.0942 -2.4974 0.06 -0.18 -0.59
Li -2.9888 0.1750 1.0706 0.46 -0.26 0.29
O -0.5017 -0.0729 -2.0990 -0.22 0.63 0.26
Li 1.0418 3.4668 1.1443 -0.28 0.04 0.12
C 0.2229 -0.2571 -1.0966 -0.29 -0.72 1.20
O 1.2134 -1.0805 -1.2781 -0.41 0.62 -0.16
C 2.1670 -1.3745 -0.2521 0.43 -0.24 0.62
H 2.7984 -2.1685 -0.6575 -0.18 0.23 0.08
H 2.7801 -0.4908 -0.0410 -0.14 -0.20 -0.07
H 1.6612 -1.7281 0.6537 0.08 0.06 -0.23
C -0.1829 0.2270 0.3477 0.31 -0.42 -1.12
C -1.0825 -0.8549 0.9936 -0.42 -0.15 -0.21
H 0.7178 0.3779 0.9514 -0.14 0.15 -0.20
H -0.5644 -1.2949 1.8561 -0.27 0.13 -0.25
H -1.2850 -1.6686 0.2760 0.12 0.15 0.21
```
Forces are in eV/Å.

***

Record 3
DFT (the ωB97M-V functional and the def2-TZVPD basis) results for a molecular structure, C2H4OS3.

## Properties
Electronic energy, eV: -36687.4550
Relative energy (zero: lowest compared OMol25 entry of this formula, charge and spin), eV: 4.606
Highest occupied orbital energy, eV: -9.29

Structure (XYZ):
```
10
Properties=species:S:1:pos:R:3:forces:R:3
C -0.0624 0.1840 0.6114 1.31 2.79 0.25
C 0.5556 1.5790 -0.6683 -2.32 -3.87 2.66
O 0.7915 -2.2991 0.6956 1.63 -0.89 0.86
S -0.4327 0.5020 2.1619 0.19 -0.13 -1.52
S -0.6489 -1.7600 -1.7355 -0.07 0.35 0.76
S -0.2674 -1.5451 0.1393 -3.39 0.08 -0.39
H -0.2948 1.2303 -1.2434 0.81 0.44 -1.38
H 1.6082 1.4991 -0.8829 -0.12 -0.42 -0.42
H 0.2553 2.4085 -0.0982 -0.03 1.11 0.75
H -1.5043 -1.7986 1.0202 1.99 0.53 -1.57
```
Forces are in eV/Å.

***

Record 4
DFT (the ωB97M-V functional and the def2-TZVPD basis) results for 2 unconnected molecules or ions with the total composition C7H12N.

## Properties
Electronic energy, eV: -8933.6001
Relative energy (zero: lowest compared OMol25 entry of this formula, charge and spin), eV: 3.402
Net charge: +1
Highest occupied orbital energy, eV: -12.43

Structure (XYZ):
```
20
Properties=species:S:1:pos:R:3:forces:R:3
C -1.2369 -0.1100 -1.4885 -0.80 0.46 0.06
C -1.8982 -0.4398 -2.5998 0.40 -0.47 0.60
C -0.5550 1.8443 -0.0941 -0.39 -0.09 -0.69
N -1.0546 1.3210 -1.1555 -0.36 -0.39 0.07
H -0.8824 -0.8273 -0.7357 -0.13 0.82 -0.48
H -2.3128 0.2911 -3.2609 -0.07 0.44 -0.37
H -2.0685 -1.4888 -2.8966 0.22 0.66 0.46
H -0.4757 2.9152 -0.0404 -0.14 0.32 -0.12
H -0.2286 1.2885 0.7543 0.22 -0.71 0.31
H -1.4386 2.0143 -1.8159 0.36 -0.71 -0.06
C 1.0774 -1.6379 -0.2201 0.88 2.65 -0.61
C 1.3554 -0.5398 0.5658 -0.65 -2.75 0.02
C 0.8305 -0.5363 1.9842 2.06 -0.02 -0.33
C 1.4315 0.1678 2.9526 0.65 1.03 -0.98
H 0.6555 -2.5308 0.1652 -0.77 -0.50 0.53
H 1.1765 -1.6300 -1.3361 0.72 -0.07 1.21
H 2.0755 0.2148 0.2281 -0.67 0.10 0.04
H 0.1341 -1.3205 2.2656 -0.28 0.22 -0.23
H 1.1292 0.1310 3.9730 -0.26 -0.22 0.58
H 2.2859 0.8733 2.7550 -1.00 -0.78 0.00
```
Forces are in eV/Å.

***

| no. | largest force on an atom (Eh/bohr) |
| --- | --- |
| 1 | 0.183 |
| 2 | 0.028 |
| 3 | 0.102 |
| 4 | 0.056 |